# 1
Formula: C33H26Co2NO8S
Source: the Open Molecules 2025 dataset
Level of theory: the ωB97M-V functional and the def2-TZVPD basis

Last column: Mulliken charge in e.
Positions of all 71 atoms, in Å:
C1 -4.56696 -0.01004 0.04083  -1.479
C2 -3.81766 1.11713 0.63851  -0.225
C3 -2.70121 1.04546 1.45719  0.000
C4 -1.61280 0.68491 0.77368  0.674
N1 -0.52067 0.27913 0.38003  -0.149
C5 0.26549 0.47726 -0.85011  -0.778
C6 0.85459 1.85730 -0.97914  0.755
C7 1.08197 2.35932 -2.26629  -0.537
C8 1.67403 3.60947 -2.43876  -0.483
C9 2.04800 4.36437 -1.31786  -0.459
C10 1.81395 3.86703 -0.03068  -0.567
C11 1.22313 2.60716 0.14187  -0.275
S1 -0.07742 -1.65210 1.35860  1.312
C12 1.59686 -2.10748 0.86984  -0.223
C13 1.79370 -2.87610 -0.28050  -0.480
C14 3.09477 -3.16158 -0.69147  -0.462
C15 4.19452 -2.71704 0.04756  1.004
C16 5.58400 -3.06199 -0.40657  -1.377
C17 3.97423 -1.96770 1.20792  -0.574
C18 2.68048 -1.66472 1.63084  -0.722
O1 -0.15348 -1.28040 2.74814  -0.724
O2 -1.04115 -2.54362 0.76191  -0.744
H1 -5.64477 0.21409 0.05770  0.394
H2 -4.29354 -0.16371 -1.01628  0.273
H3 -4.39570 -0.95332 0.58064  0.374
H4 -4.14887 2.10241 0.30117  0.127
H5 -4.28523 1.05119 3.19707  0.525
H6 1.06658 -0.27167 -0.82710  0.119
H7 -0.36317 0.25534 -1.72536  0.317
H8 0.77952 1.74611 -3.11851  0.344
H9 1.84384 3.99130 -3.44623  0.350
H10 2.52677 5.33574 -1.45164  0.357
H11 2.08955 4.45055 0.84870  0.386
H12 1.04166 2.21011 1.14370  0.441
H13 0.93818 -3.23799 -0.84833  0.394
H14 3.26205 -3.74180 -1.60131  0.325
H15 6.32868 -2.58486 0.23479  0.337
H16 5.74962 -4.14584 -0.37855  0.296
H17 5.75300 -2.73674 -1.43950  0.305
H18 4.83353 -1.62197 1.78628  0.243
H19 2.50760 -1.08722 2.53723  0.423
O3 0.14023 2.75356 4.61012  -0.368
C19 -0.82403 3.36193 4.41417  0.163
Co1 -2.23847 4.33988 4.12914  0.343
C20 -1.97519 5.06996 5.70880  0.086
O4 -1.74994 5.55981 6.73036  -0.396
C21 -1.60006 5.27586 2.79232  -0.021
O5 -1.19321 5.85834 1.87738  -0.363
C22 -4.72350 3.80246 2.76736  -0.834
C23 -5.38575 3.85964 1.51283  0.301
C24 -4.84082 4.61354 0.44298  -0.235
C25 -5.42348 4.53531 -0.81652  -0.633
C26 -6.55880 3.73978 -1.01774  -0.394
C27 -7.14705 3.05473 0.05230  -0.653
C28 -6.58095 3.13009 1.32048  -0.107
C29 -3.76735 3.10446 3.46390  2.187
C30 -3.39928 1.67406 3.37367  -1.578
Co2 -4.67029 4.35689 4.43683  0.345
C31 -3.94686 6.00972 4.20401  0.040
O6 -3.87924 7.16342 4.07558  -0.427
C32 -4.47652 3.97201 6.15593  0.112
O7 -4.44473 3.78708 7.29645  -0.369
C33 -6.35038 4.83709 4.62143  0.019
O8 -7.45449 5.16232 4.74196  -0.367
H20 -3.95954 5.23094 0.63790  0.367
H21 -4.99069 5.10643 -1.64022  0.394
H22 -7.00036 3.66742 -2.01269  0.374
H23 -8.05122 2.46006 -0.09240  0.393
H24 -7.02782 2.62493 2.18075  0.440
H25 -2.50096 1.46427 2.58977  -0.001
H26 -2.95219 1.35202 4.32826  0.363

As for the highest occupied orbital energy: -1.7 eV. The total charge is -1. The value obtained for the HOMO-LUMO gap is 3.10 eV.

---

# 2
Formula: C30H22FeN6O4
Source: the Open Molecules 2025 dataset
Level of theory: the ωB97M-V functional and the def2-TZVPD basis

Last column: Mulliken charge in e.
Positions of all 63 atoms, in Å:
Fe1 0.07004 -0.19951 -0.11885  0.440
C1 -4.35632 -0.74308 0.21829  -0.986
C2 -2.95351 -0.97521 0.26803  -0.177
N1 -2.06648 -0.16651 -0.29914  0.386
C3 -2.51319 0.82410 -1.09609  0.104
C4 -3.86341 1.14271 -1.25001  0.440
C5 -4.79636 0.33644 -0.47831  -0.620
C6 -4.27974 2.30260 -1.97750  -0.821
C7 -3.34015 3.09075 -2.56406  -1.106
C8 -1.97362 2.76371 -2.47913  -0.825
C9 -1.51632 1.63532 -1.77593  0.756
N2 -0.21640 1.31499 -1.46751  0.411
C10 0.92231 1.83723 -2.01363  -1.139
C11 1.13549 2.38321 -3.29255  0.222
C12 2.36432 2.93372 -3.63173  -1.190
C13 3.43280 2.92278 -2.76944  -0.736
C14 3.33177 2.22559 -1.54534  0.479
C15 4.40204 1.96801 -0.66667  -0.551
C16 4.22491 1.21123 0.41938  -0.883
C17 3.00068 0.57105 0.59186  -0.082
N3 1.97134 0.79820 -0.17191  -0.133
C18 2.08711 1.64860 -1.19384  1.755
H1 -4.99290 -1.40104 0.79692  0.409
H2 -2.55536 -1.85261 0.80551  0.487
H3 -5.82449 0.63769 -0.52193  0.482
H4 -5.28059 2.62997 -2.06794  0.453
H5 -3.65960 3.91612 -3.17384  0.411
H6 -1.28318 3.38582 -2.99868  0.602
H7 0.27451 2.36434 -4.00797  0.534
H8 2.54050 3.46069 -4.58567  0.368
H9 4.38371 3.37349 -3.04967  0.424
H10 5.37486 2.42473 -0.81607  0.428
H11 5.01792 1.10439 1.16936  0.419
H12 2.73009 -0.08278 1.45090  0.427
N4 0.50272 -0.53896 -3.53802  -0.261
C19 0.01654 -1.68705 -2.93003  0.585
C20 -0.61098 -2.66718 -3.71748  -1.005
C21 -1.02870 -3.82540 -3.12991  -0.229
C22 -0.82091 -4.04563 -1.78226  -0.949
C23 -0.31410 -3.00263 -1.06140  -0.248
N5 0.10963 -1.82984 -1.58080  0.183
H13 0.84941 -0.65822 -4.49135  0.346
H14 1.26519 -0.12727 -2.96124  0.102
H15 -0.69367 -2.51671 -4.77373  0.409
H16 -1.47083 -4.62464 -3.69211  0.437
H17 -1.21093 -4.91848 -1.31624  0.447
H18 -0.15186 -3.12771 -0.00185  0.537
O1 -0.35196 0.41211 1.85925  -0.820
C24 0.23618 -0.57139 2.37551  0.966
O2 0.63608 -1.49898 1.61030  -0.738
C25 0.45710 -0.70454 3.86269  0.268
C26 0.14310 0.46379 4.59052  -0.687
C27 0.36492 0.51272 5.97132  -0.746
C28 0.85764 -0.62833 6.56780  -0.515
C29 1.19286 -1.72230 5.81847  0.075
C30 1.04487 -1.78982 4.43414  -0.179
N6 1.58521 -3.01031 6.52318  0.950
O3 1.23814 -3.15930 7.66648  -0.545
O4 2.13679 -3.83671 5.79712  -0.578
H19 -0.32710 1.28117 4.11020  0.515
H20 0.24011 1.40951 6.58958  0.388
H21 1.01223 -0.69789 7.60938  0.513
H22 1.29957 -2.67671 3.88365  0.594

As for the highest occupied orbital energy (alpha / beta): -10.7 / -10.7 eV. The total charge is +1. Its multiplicity is 6. The value obtained for the HOMO-LUMO gap (alpha / beta) is 7.49 / 5.72 eV.

---

# 3
Formula: C18H34Cl5F3I2KN3NaO9PS2
Source: the Open Molecules 2025 dataset
Level of theory: the ωB97M-V functional and the def2-TZVPD basis

Last column: Mulliken charge in e.
Positions of all 79 atoms, in Å:
C1 4.04442 -5.37808 -1.38047  -0.491
N1 4.26612 -3.98532 -1.95213  0.264
C2 3.81807 -2.63633 -1.39484  0.033
I1 2.67403 -2.31300 0.46890  -0.029
C3 4.37572 -1.46950 -2.42902  -0.368
I2 4.13736 0.71183 -2.35534  0.284
N2 5.11781 -2.26103 -3.48332  0.184
P1 6.05101 -1.71156 -4.93199  0.362
N3 7.11381 -0.57998 -4.36977  -0.648
C4 5.06230 -3.75611 -3.25383  -0.196
S1 5.76500 -5.19181 -4.23139  -0.208
H1 3.22210 -5.32730 -0.51724  -0.104
H2 5.07517 -5.73848 -0.90309  0.309
H3 3.68605 -6.12990 -2.22248  0.300
H4 6.85608 -2.81814 -5.46766  0.096
H5 5.18934 -1.11798 -5.95926  0.113
H6 6.92126 -0.50829 -3.33916  0.231
H7 4.73645 -5.73035 -5.02083  0.196
C5 -0.30043 -0.23209 1.56056  -0.460
C6 -1.76983 -0.06192 1.21535  0.729
O1 -2.42532 -1.13511 1.10411  -0.730
O2 -2.14754 1.13588 1.08359  -0.757
H8 -0.03488 -1.28877 1.66120  0.035
H9 0.31911 0.20672 0.77280  0.242
H10 -0.08078 0.27126 2.50687  0.028
C7 -2.89462 4.93576 2.32124  -1.163
C8 -1.98122 3.94606 3.02011  -0.048
O3 -1.60785 4.43547 4.31743  -0.317
C9 -2.50940 4.21682 5.32751  0.439
O4 -3.58480 3.64486 5.17257  -0.550
C10 -1.96538 4.74049 6.65665  0.776
F1 -1.39148 5.97304 6.54381  -0.249
F2 -1.00532 3.92168 7.17521  -0.219
F3 -2.92496 4.85747 7.61684  -0.253
H11 -2.42947 5.92582 2.27932  0.277
H12 -3.11709 4.60515 1.30286  0.347
H13 -3.83896 5.05066 2.86248  0.339
H14 -1.05622 3.83222 2.44495  0.298
H15 -2.43957 2.95317 3.09168  0.321
Cl1 1.07033 -0.78305 3.40336  -0.427
C11 -4.53331 -0.73573 -1.64118  -0.379
O5 -3.27128 -1.35793 -1.79692  -0.472
H16 -4.90918 -0.44359 -2.62451  0.274
H17 -5.23237 -1.43791 -1.18021  0.039
H18 -4.42739 0.15355 -1.01508  0.227
H19 -2.96325 -1.60589 -0.90863  0.299
Na1 0.40652 -1.86016 -1.11023  0.713
C12 0.97344 -7.88404 0.06692  0.071
Cl2 0.85008 -8.77651 1.59265  -0.115
Cl3 -0.33441 -8.35005 -1.03390  -0.119
Cl4 0.94420 -6.13742 0.36363  -0.040
H20 1.92665 -8.13738 -0.40409  0.230
C13 3.93783 5.31326 -3.63160  -1.194
C14 3.10343 4.29724 -2.87120  0.409
O6 2.59726 4.85664 -1.65084  -0.341
C15 1.54603 5.70173 -1.78459  0.726
O7 1.00397 6.01461 -2.83219  -0.558
O8 1.21812 6.16633 -0.55275  -0.314
C16 0.18864 7.14991 -0.56221  -0.618
H21 4.72901 5.71781 -2.99274  0.325
H22 4.39186 4.85668 -4.51531  0.350
H23 3.33002 6.16236 -3.95914  0.319
H24 3.73672 3.44807 -2.59110  -0.377
H25 2.28588 3.90129 -3.48439  0.406
H26 -0.70078 6.79240 -1.09140  0.288
H27 0.56269 8.07343 -1.01485  0.302
H28 -0.08971 7.36104 0.47396  0.214
C17 -6.23686 -5.45097 1.46232  -0.926
S2 -5.54539 -4.22157 0.32984  0.476
O9 -4.34764 -4.83910 -0.32972  -0.559
C18 -4.94092 -3.10148 1.61533  -1.198
H29 -6.64392 -6.27579 0.87240  0.350
H30 -5.45545 -5.83135 2.12459  0.292
H31 -7.03894 -4.99703 2.04943  0.290
H32 -4.23884 -3.62562 2.26823  0.489
H33 -5.78485 -2.72379 2.19742  0.474
H34 -4.43090 -2.26360 1.13395  0.244
K1 -6.44119 -1.60925 2.95503  1.016
Cl5 -0.16217 0.48958 5.37551  -0.599

As for the highest occupied orbital energy: -4.5 eV. The value obtained for the HOMO-LUMO gap is 2.66 eV.

---

The max |F| results, record by record, are as follows: 0.1402; 0.0567; 0.1552 Eh/bohr.
The E_tot results, record by record, are as follows: -138591.825; -82979.281; -180765.167 eV.